(1)
The following is a DFT calculation (ωB97M-V/def2-TZVPD) of 14 unconnected molecules or ions with the total composition C24H76O14 at a distorted geometry.

CARTESIAN COORDINATES (ANGSTROEM)
C (1.472362, -3.577234, 3.271917)
O (0.678232, -4.609794, 3.776317)
H (2.503592, -3.921184, 3.351587)
H (1.153742, -3.400654, 2.244587)
H (1.406192, -2.599484, 3.749137)
H (-0.254908, -4.385304, 3.755217)
C (-3.125458, 3.090726, -0.847243)
O (-3.204038, 2.665226, -2.235393)
H (-2.097908, 3.389556, -0.639993)
H (-3.749668, 3.873316, -0.415963)
H (-3.310558, 2.228366, -0.206803)
H (-2.725618, 3.291916, -2.783093)
C (0.263812, -4.998514, -1.295323)
O (-0.960238, -5.672004, -1.155953)
H (-0.045048, -3.953344, -1.277303)
H (0.692672, -5.165634, -0.307273)
H (0.964082, -5.339924, -2.057673)
H (-1.641318, -5.096344, -1.511393)
C (2.866522, -0.329494, 5.166907)
O (3.546712, -0.355294, 3.897877)
H (1.899462, 0.160296, 5.052867)
H (2.782312, -1.291834, 5.671787)
H (3.509742, 0.310636, 5.770737)
H (3.012182, 0.214146, 3.339657)
C (-2.194948, -3.211154, 2.677287)
O (-2.370638, -4.573004, 2.899237)
H (-2.977818, -3.043424, 1.937637)
H (-2.357508, -2.719614, 3.636487)
H (-1.167408, -3.139034, 2.320817)
H (-2.191558, -5.077654, 2.102457)
C (0.707622, 3.481516, -3.073933)
O (-0.218378, 3.848116, -4.060583)
H (0.213652, 2.822896, -2.359563)
H (1.371992, 2.766366, -3.558973)
H (1.407972, 4.216126, -2.676483)
H (-0.628778, 4.674486, -3.795463)
C (-2.783318, -2.647364, -3.453393)
O (-2.522448, -3.704944, -2.520453)
H (-3.679678, -2.867544, -4.033193)
H (-2.885818, -1.698444, -2.926953)
H (-1.869488, -2.629544, -4.047273)
H (-3.304978, -4.223214, -2.318843)
C (3.952512, -3.417254, 0.026137)
O (3.879642, -4.207974, 1.227037)
H (4.925272, -2.925924, 0.047047)
H (3.791702, -4.110504, -0.799483)
H (3.222102, -2.618944, -0.105413)
H (4.240202, -3.724444, 1.973907)
C (-0.725518, 1.762116, 4.166237)
O (-0.433238, 0.359346, 4.240157)
H (-1.034098, 2.122086, 5.147707)
H (0.181482, 2.337736, 3.981507)
H (-1.485058, 2.167536, 3.497777)
H (0.014662, 0.224726, 3.401787)
C (0.462502, 0.247076, -4.888013)
C (-0.258838, 0.391996, -6.280843)
C (-1.331058, -0.656964, -6.510393)
O (-0.768058, 1.738016, -6.239223)
H (1.296632, 0.921036, -4.692813)
H (0.902892, -0.749904, -4.874533)
H (-0.227578, 0.217096, -4.044803)
H (0.568652, 0.458366, -6.987203)
H (-2.099508, -0.467504, -5.760923)
H (-0.909058, -1.655674, -6.398233)
H (-1.757428, -0.489104, -7.499393)
H (-0.592618, 2.093926, -5.365063)
C (-1.165238, -0.241004, 0.172357)
C (0.286352, -0.585374, 0.399677)
C (1.205952, -0.383074, -0.933203)
O (0.895392, 0.280776, 1.311817)
H (-1.565038, -0.972274, -0.530143)
H (-1.366878, 0.682336, -0.370683)
H (-1.644698, -0.236564, 1.151227)
H (0.455072, -1.575614, 0.822827)
H (2.238532, -0.655284, -0.714623)
H (1.115252, 0.581136, -1.433383)
H (1.102932, -1.209734, -1.636133)
H (1.596042, 0.749516, 0.852507)
C (-6.790108, -2.289094, 1.607577)
C (-6.264808, -1.040794, 0.944697)
C (-4.786618, -0.959964, 0.836317)
O (-6.862738, -0.754804, -0.267653)
H (-7.857188, -2.472904, 1.482447)
H (-6.512438, -2.083544, 2.641387)
H (-6.271608, -3.171694, 1.233057)
H (-6.543448, -0.238244, 1.627627)
H (-4.294998, -1.901324, 0.590857)
H (-4.400778, -0.833404, 1.847857)
H (-4.500298, -0.141634, 0.175677)
H (-7.421048, 0.021896, -0.186333)
C (0.373072, 4.393886, 0.570767)
C (1.620292, 5.193736, 1.014597)
C (2.111662, 4.560846, 2.328227)
O (2.608552, 4.913976, 0.118217)
H (0.046852, 4.794466, -0.389033)
H (-0.494508, 4.364196, 1.229957)
H (0.625882, 3.358586, 0.341947)
H (1.414152, 6.261016, 0.933747)
H (1.352352, 4.754056, 3.086007)
H (3.079542, 4.999476, 2.570947)
H (2.296622, 3.488166, 2.271237)
H (3.092442, 5.740146, 0.048297)
C (5.103572, 0.819776, 0.138447)
C (4.414242, 2.102896, 0.790097)
C (5.345222, 3.362856, 0.756947)
O (3.181552, 2.305426, 0.086017)
H (5.455882, 0.896506, -0.890183)
H (4.365812, 0.017746, 0.161737)
H (5.925272, 0.436176, 0.743237)
H (4.104302, 1.780236, 1.784037)
H (4.781882, 4.146966, 1.262827)
H (5.421162, 3.590246, -0.306363)
H (6.286922, 3.129516, 1.253787)
H (2.838112, 3.200156, 0.141767)

Forces on atoms 1 to 2 (eV/Å):
C -0.035 0.276 -0.591
O -0.219 -0.506 0.937

The total charge is -1. The lowest unoccupied orbital energy (spin up / spin down) comes out at 1.8 / 1.8 eV. Its spin multiplicity is 2. The gap between HOMO and LUMO (spin up / spin down) is 1.67 / 9.37 eV. Its electronic energy is -2013.05109 a.u.

Löwdin atomic charge list, values in e, 8 entries: atom 1 (C): -0.167, atom 2 (O): -0.104, atom 3 (H): 0.074, atom 4 (H): 0.059, atom 5 (H): 0.070, atom 6 (H): 0.036, atom 7 (C): -0.165, atom 8 (O): -0.134



(2)
The following is a DFT calculation (ωB97M-V/def2-TZVPD) of 12 unconnected molecules or ions with the total composition C24H78N6O12 at a distorted geometry.

CARTESIAN COORDINATES (ANGSTROEM)
C (2.262136, 5.663197, 0.628881)
C (1.017210, 4.863366, 1.043817)
C (0.937068, 4.683609, 2.553981)
O (2.018787, 3.923744, 3.066532)
C (1.900510, 3.836405, 4.482096)
N (-0.137617, 5.615311, 0.560790)
H (2.352598, 6.624221, 1.122619)
H (2.280415, 5.651379, -0.461549)
H (3.111256, 5.027934, 0.911174)
H (1.068161, 3.849685, 0.627845)
H (-0.047512, 4.237112, 2.751847)
H (0.851411, 5.654952, 3.059328)
H (1.075201, 3.173436, 4.737497)
H (1.858835, 4.837475, 4.916480)
H (2.838762, 3.416899, 4.847239)
H (-0.990177, 5.083678, 0.731817)
H (-0.038882, 5.658791, -0.449006)
C (4.826086, -5.586315, -3.924163)
C (4.078596, -4.505112, -3.169150)
C (2.619688, -4.449088, -3.612191)
O (2.102923, -3.138972, -3.693437)
C (0.772542, -3.133743, -4.144959)
N (4.145729, -4.813697, -1.727617)
H (4.742467, -5.501325, -5.006546)
H (4.340124, -6.540230, -3.699360)
H (5.854452, -5.629025, -3.568501)
H (4.450739, -3.483392, -3.309876)
H (2.020860, -5.032852, -2.892779)
H (2.450072, -4.980436, -4.559586)
H (0.084908, -3.547329, -3.404081)
H (0.667824, -3.673282, -5.095130)
H (0.516297, -2.100078, -4.381059)
H (3.592538, -4.181218, -1.164999)
H (5.112755, -4.742139, -1.433975)
C (-0.418333, 0.459313, -2.842879)
C (-0.441864, -0.452424, -1.611509)
C (-0.227355, 0.291010, -0.309490)
O (1.074492, 0.855491, -0.343360)
C (1.456767, 1.228444, 0.961828)
N (-1.703531, -1.252395, -1.571388)
H (-0.991491, 1.384211, -2.766888)
H (-0.814343, -0.124016, -3.678983)
H (0.581311, 0.799096, -3.114359)
H (0.371663, -1.147386, -1.854125)
H (-0.377728, -0.356837, 0.558125)
H (-0.935989, 1.128986, -0.275053)
H (2.465688, 1.641506, 0.936299)
H (1.542492, 0.359143, 1.623584)
H (0.845922, 1.950587, 1.509423)
H (-1.524348, -1.989319, -2.251256)
H (-1.717226, -1.774108, -0.695436)
C (-2.568248, 1.859800, 4.794525)
C (-2.745312, 0.354976, 4.974438)
C (-2.861360, -0.333429, 3.617561)
O (-3.058737, -1.718517, 3.757275)
C (-4.358459, -2.097008, 4.157462)
N (-1.590514, -0.095595, 5.791236)
H (-3.403799, 2.348157, 4.287953)
H (-1.658591, 2.039603, 4.218828)
H (-2.463040, 2.363682, 5.755876)
H (-3.620196, 0.211554, 5.613276)
H (-1.966024, -0.156321, 3.017670)
H (-3.646387, 0.104154, 2.978261)
H (-4.482333, -1.938593, 5.230855)
H (-4.542174, -3.140201, 3.918165)
H (-5.092038, -1.479886, 3.626725)
H (-0.746730, 0.321808, 5.392189)
H (-1.449242, -1.066122, 5.486426)
C (4.624216, 0.283398, 2.523681)
C (4.955353, -1.096022, 3.066898)
C (4.212583, -2.211762, 2.354267)
O (2.815916, -1.989065, 2.441258)
C (2.091233, -2.780129, 1.530576)
N (6.426095, -1.270523, 2.918700)
H (5.329872, 1.090965, 2.716260)
H (3.688487, 0.707377, 2.901716)
H (4.481093, 0.216876, 1.440585)
H (4.757505, -1.157958, 4.143515)
H (4.423702, -3.163615, 2.858598)
H (4.579845, -2.286075, 1.324850)
H (2.234980, -3.856491, 1.666029)
H (2.250087, -2.485025, 0.487960)
H (1.025335, -2.609155, 1.711465)
H (6.671888, -2.093828, 3.479263)
H (6.918313, -0.576136, 3.478415)
C (-4.348206, 0.936601, -4.484198)
C (-4.688246, 0.612574, -3.024803)
C (-4.978785, -0.878710, -2.844236)
O (-6.132192, -1.274124, -3.525469)
C (-6.504535, -2.605604, -3.324917)
N (-3.643327, 1.128153, -2.154043)
H (-5.093423, 0.543817, -5.176128)
H (-3.367882, 0.529722, -4.755176)
H (-4.263913, 2.011512, -4.654029)
H (-5.672486, 1.071630, -2.870591)
H (-5.069472, -1.098130, -1.766892)
H (-4.105381, -1.477721, -3.144600)
H (-7.289064, -2.923895, -3.998318)
H (-6.828638, -2.742706, -2.282146)
H (-5.630207, -3.271772, -3.354736)
H (-4.026344, 0.920405, -1.226989)
H (-2.834669, 0.495711, -2.214458)
O (0.561606, 3.734082, -4.103079)
H (1.112656, 3.406254, -3.375248)
H (-0.344834, 3.691203, -3.755287)
O (-2.328401, -3.852364, -3.433585)
H (-2.188611, -3.725691, -4.380130)
H (-3.271892, -4.034020, -3.347931)
O (-2.696143, 3.877043, 0.060198)
H (-2.556470, 3.625410, -0.866748)
H (-3.538978, 3.477388, 0.301539)
O (1.294564, -0.963388, 4.504934)
H (1.536695, -1.662050, 5.120967)
H (1.759690, -1.205975, 3.671210)
O (-2.204483, 3.687641, -2.872818)
H (-2.715065, 2.854240, -2.892190)
H (-2.729981, 4.314511, -3.383789)
O (2.325020, 3.159537, -1.789068)
H (3.284839, 3.148328, -1.706716)
H (2.020291, 2.425226, -1.231831)

Forces on atoms 1 to 2 (eV/Å):
C 0.256 -2.087 0.072
C 0.658 0.806 0.285

The structure (SMILES) is COC[C@H](C)N.COC[C@H](C)N.COC[C@H](C)N.COC[C@H](C)N.COC[C@H](C)N.COC[C@H](C)N.O.O.O.O.O.O. The lowest unoccupied orbital energy comes out at 0.1 eV. The gap between HOMO and LUMO is 8.80 eV. Its electronic energy is -2192.50208 a.u.

Löwdin atomic charge list, values in e, 8 entries: atom 1 (C): -0.055, atom 2 (C): -0.449, atom 3 (C): -0.232, atom 4 (O): -0.192, atom 5 (C): -0.096, atom 6 (N): 0.052, atom 7 (H): 0.080, atom 8 (H): 0.066



(3)
The following is a DFT calculation (ωB97M-V/def2-TZVPD) of 12 unconnected molecules or ions with the total composition C24H78O30P6 at a distorted geometry.

CARTESIAN COORDINATES (ANGSTROEM)
C (-6.795824, 3.527839, -4.238111)
O (-7.578753, 4.628218, -3.831678)
H (-7.031398, 2.670528, -3.607530)
H (-7.159328, 3.289177, -5.237614)
H (-5.733099, 3.737791, -4.359111)
H (-7.516018, 4.764968, -2.883531)
C (-0.550937, -3.873634, -7.016918)
O (-0.542019, -5.292999, -6.822135)
H (-1.208174, -3.299487, -6.363851)
H (0.470245, -3.557285, -6.804296)
H (-0.912342, -3.665925, -8.024061)
H (0.052272, -5.653204, -7.484450)
C (-2.467175, 0.307667, -2.306115)
O (-1.704675, -0.325975, -1.356330)
H (-2.372196, 1.389047, -2.207678)
H (-2.186602, -0.157623, -3.251040)
H (-3.533347, 0.089497, -2.244592)
H (-1.474892, 0.311974, -0.676746)
C (0.497284, 3.185791, -6.714171)
O (1.856875, 3.175188, -6.505910)
H (0.192947, 4.060034, -7.289650)
H (0.265223, 2.258621, -7.238201)
H (-0.114544, 3.137616, -5.813357)
H (2.293216, 3.039892, -7.350247)
C (-3.896769, 0.383819, -8.535103)
O (-5.229505, 0.875384, -8.520236)
H (-3.871630, -0.705499, -8.505862)
H (-3.391753, 0.720507, -9.440482)
H (-3.313714, 0.799333, -7.713215)
H (-5.661728, 0.478888, -7.760255)
C (2.905831, -0.875144, -3.887543)
O (2.937725, -0.437929, -5.191944)
H (2.204164, -0.180648, -3.425541)
H (2.524386, -1.894754, -3.832911)
H (3.764339, -0.708471, -3.236942)
H (2.785636, 0.508260, -5.135303)
C (-4.135662, 7.658836, -5.874957)
O (-3.223522, 6.958417, -5.063539)
P (-2.862236, 7.485837, -3.591229)
O (-4.019024, 8.075480, -2.838256)
O (-2.279479, 6.173764, -2.843651)
C (-1.856965, 6.149522, -1.488605)
O (-1.572858, 8.484506, -3.712125)
C (-0.438368, 8.075511, -4.517927)
H (-4.224872, 8.620224, -5.369136)
H (-5.127713, 7.233751, -6.027488)
H (-3.656877, 7.950385, -6.809760)
H (-2.280018, 5.246282, -1.048967)
H (-2.078170, 7.015587, -0.864836)
H (-0.783385, 5.963329, -1.517899)
H (0.442452, 8.194644, -3.887008)
H (-0.214881, 8.785180, -5.314513)
H (-0.623170, 7.074342, -4.907328)
C (7.446579, 1.770305, 1.911108)
O (7.382507, 2.955597, 1.064644)
P (5.990709, 3.798430, 0.807615)
O (5.183993, 4.070525, 2.020130)
O (6.423151, 5.168785, 0.036355)
C (7.032203, 5.092443, -1.235570)
O (5.239089, 2.985468, -0.351800)
C (3.968959, 3.282042, -0.837220)
H (7.640510, 0.937930, 1.234610)
H (6.517134, 1.549498, 2.435977)
H (8.222116, 1.937106, 2.658638)
H (6.694400, 4.318420, -1.924692)
H (8.112454, 5.115184, -1.091898)
H (6.865162, 5.994903, -1.823574)
H (3.439807, 4.100159, -0.348559)
H (3.295233, 2.464799, -0.579743)
H (4.054014, 3.392853, -1.918241)
C (5.835789, -3.977844, 6.180046)
O (4.637118, -3.451222, 6.616725)
P (4.177698, -2.000320, 6.107093)
O (5.122067, -0.934980, 6.454064)
O (3.863418, -2.044722, 4.518563)
C (3.222243, -0.956832, 3.954218)
O (2.710186, -1.766750, 6.789575)
C (2.634499, -1.711349, 8.236019)
H (5.685286, -5.027899, 5.929373)
H (6.690970, -3.915480, 6.853004)
H (6.161997, -3.524467, 5.244026)
H (3.330003, -0.110166, 4.632182)
H (2.186366, -1.100176, 3.646777)
H (3.781680, -0.865950, 3.023165)
H (2.523336, -0.671237, 8.542475)
H (3.542679, -2.117616, 8.681278)
H (1.787220, -2.261501, 8.645340)
C (1.299321, -5.083252, 0.521595)
O (1.825879, -5.732667, 1.690621)
P (2.425560, -7.210435, 1.620415)
O (3.484503, -7.515765, 0.641880)
O (2.753289, -7.553781, 3.182899)
C (1.805975, -7.293777, 4.254416)
O (1.020648, -8.013363, 1.314471)
C (0.927405, -9.382983, 0.918284)
H (1.805172, -4.117909, 0.502986)
H (0.224981, -4.914218, 0.594578)
H (1.541560, -5.626326, -0.391906)
H (1.899362, -8.144295, 4.929697)
H (0.770679, -7.122087, 3.959815)
H (2.117624, -6.406232, 4.805070)
H (1.171613, -9.987543, 1.791773)
H (1.580127, -9.607520, 0.074702)
H (-0.029259, -9.691309, 0.496601)
C (-4.658147, -4.390673, 0.812971)
O (-5.246925, -4.476021, 2.074417)
P (-4.196629, -4.869033, 3.278301)
O (-4.869611, -5.000279, 4.596489)
O (-3.474530, -6.266235, 2.846601)
C (-4.159710, -7.473672, 2.749988)
O (-2.949452, -3.885387, 3.214649)
C (-2.001026, -3.784493, 4.294087)
H (-4.924319, -5.289570, 0.256867)
H (-3.578112, -4.258252, 0.876853)
H (-5.088723, -3.541228, 0.282737)
H (-3.540729, -8.239715, 2.282934)
H (-4.996887, -7.264373, 2.084086)
H (-4.460664, -7.796984, 3.746487)
H (-2.467211, -3.316785, 5.161270)
H (-1.066839, -3.277416, 4.052679)
H (-1.694309, -4.755455, 4.683014)
C (-1.910688, 2.434729, 6.368335)
O (-1.236230, 2.045821, 5.147801)
P (-1.789879, 2.636215, 3.753479)
O (-1.147377, 2.064614, 2.515788)
O (-1.623448, 4.246935, 3.927761)
C (-0.371628, 4.885368, 3.862359)
O (-3.392391, 2.397667, 3.814663)
C (-3.989168, 1.122931, 3.715790)
H (-2.045609, 1.588207, 7.041614)
H (-2.905510, 2.862255, 6.243238)
H (-1.323072, 3.162027, 6.928560)
H (-0.258347, 5.566440, 3.018908)
H (0.438690, 4.157676, 3.818142)
H (-0.236010, 5.430792, 4.796280)
H (-3.639037, 0.569259, 4.586968)
H (-3.719060, 0.550360, 2.828493)
H (-5.071404, 1.214742, 3.807673)

Forces on atoms 1 to 2 (eV/Å):
C -0.793 -0.188 -0.540
O -0.044 0.532 0.031

The structure (SMILES) is COP(=O)(OC)OC.COP(=O)(OC)OC.COP(=O)(OC)OC.COP(=O)(OC)OC.COP(=O)(OC)OC.COP(=O)(OC)OC.CO.CO.CO.CO.CO.CO. The lowest unoccupied orbital energy comes out at 0.0 eV. The gap between HOMO and LUMO is 10.22 eV. Its electronic energy is -5266.83907 a.u.

Löwdin atomic charge list, values in e, 8 entries: atom 1 (C): -0.173, atom 2 (O): -0.122, atom 3 (H): 0.076, atom 4 (H): 0.075, atom 5 (H): 0.071, atom 6 (H): 0.074, atom 7 (C): -0.155, atom 8 (O): -0.133



Question: Number 1 is which compound?
Answer: C24H76O14



Question: electronic energy of number 1 (C24H76O14)?
Answer: -2013.05109 a.u.



Question: electronic energy of number 2 (C24H78N6O12)?
Answer: -2192.50208 a.u.



Question: Among the records above, which one has the highest electronic energy?
Answer: C24H76O14